Formula: C37H98N10O10
Source: the OMol25 dataset
Level of theory: the ωB97M-V functional and the def2-TZVPD basis

Its SMILES is COC[C@H](C)N.COC[C@H](C)N.COC[C@H](C)N.COC[C@H](C)N.COC[C@H](C)N.COC[C@H](C)N.COC[C@H](C)N.CN(C)C=O.CN(C)C=O.CN(C)C=O. The value obtained for the total energy is -75326.90027 eV. The value obtained for the HOMO energy is -8.595 eV.

Element x y z (Å)
C -0.212 -4.848 3.222
C -1.270 -5.882 3.585
C -2.605 -5.672 2.791
O -3.082 -4.337 2.874
C -4.192 -4.163 2.033
N -0.661 -7.124 3.286
H 0.076 -4.855 2.171
H 0.730 -4.913 3.765
H -0.570 -3.834 3.396
H -1.431 -5.626 4.632
H -3.256 -6.310 3.389
H -2.575 -6.004 1.753
H -4.958 -4.930 2.145
H -4.068 -4.162 0.950
H -4.701 -3.222 2.242
H 0.163 -7.238 3.859
H -1.361 -7.765 3.630
C -2.648 3.040 -2.776
C -3.689 3.758 -1.962
C -4.055 3.008 -0.663
O -4.521 1.711 -0.946
C -5.089 0.964 0.158
N -3.274 5.146 -1.707
H -1.698 2.865 -2.271
H -2.404 3.578 -3.692
H -2.984 2.016 -2.937
H -4.610 3.890 -2.530
H -4.876 3.487 -0.130
H -3.221 2.914 0.033
H -5.274 -0.076 -0.112
H -6.013 1.437 0.490
H -4.323 0.904 0.931
H -3.913 5.602 -1.071
H -3.449 5.637 -2.572
C 4.643 1.019 1.012
C 4.731 2.411 0.493
C 6.144 2.556 -0.136
O 6.242 3.776 -0.851
C 6.303 4.913 -0.003
N 3.744 2.700 -0.468
H 3.665 0.792 1.438
H 5.299 0.876 1.871
H 4.889 0.317 0.216
H 4.566 3.114 1.309
H 6.327 1.891 -0.980
H 6.860 2.388 0.669
H 7.168 4.983 0.657
H 5.419 4.908 0.635
H 6.162 5.783 -0.643
H 4.259 3.411 -0.968
H 3.619 1.918 -1.096
C 3.857 -0.272 -4.831
C 3.762 0.307 -3.405
C 2.490 -0.215 -2.670
O 1.375 0.553 -2.998
C 0.306 -0.188 -3.469
N 5.023 0.246 -2.673
H 4.734 0.116 -5.350
H 2.961 -0.036 -5.404
H 3.875 -1.362 -4.812
H 3.718 1.387 -3.547
H 2.497 -0.135 -1.583
H 2.267 -1.264 -2.864
H -0.068 -0.844 -2.683
H 0.421 -0.624 -4.461
H -0.443 0.603 -3.503
H 5.749 0.526 -3.317
H 5.269 -0.690 -2.386
C 0.795 1.964 1.625
C 0.631 1.211 0.279
C -0.854 0.731 -0.020
O -0.959 -0.618 0.473
C -1.411 -0.814 1.843
N 0.865 2.223 -0.649
H 0.296 2.922 1.772
H 1.828 2.226 1.854
H 0.513 1.373 2.496
H 1.410 0.494 0.021
H -0.938 0.584 -1.096
H -1.603 1.330 0.498
H -1.044 -1.805 2.107
H -2.492 -0.842 1.984
H -1.069 -0.058 2.550
H 1.170 1.682 -1.446
H 1.807 2.509 -0.427
C 0.289 4.995 -5.638
C 0.548 3.525 -5.433
C 1.582 2.932 -6.523
O 0.928 2.801 -7.748
C 1.833 2.458 -8.815
N 1.018 3.276 -4.090
H 1.083 5.688 -5.359
H -0.612 5.373 -5.156
H 0.031 5.180 -6.681
H -0.387 2.985 -5.579
H 1.842 1.902 -6.280
H 2.508 3.502 -6.443
H 1.189 2.391 -9.692
H 2.363 1.522 -8.637
H 2.634 3.188 -8.929
H 0.471 3.604 -3.307
H 1.283 2.323 -3.885
C -4.295 -3.894 8.912
C -4.471 -4.426 7.485
C -3.356 -3.912 6.447
O -3.629 -2.542 6.266
C -2.874 -2.034 5.273
N -4.773 -5.909 7.415
H -3.515 -4.504 9.367
H -5.186 -3.702 9.510
H -3.897 -2.882 8.848
H -5.338 -3.869 7.129
H -3.434 -4.448 5.501
H -2.318 -4.022 6.763
H -1.816 -2.248 5.421
H -3.085 -0.965 5.310
H -3.307 -2.402 4.343
H -4.309 -6.344 8.199
H -5.727 -6.037 7.721
C 2.467 6.891 3.499
O 2.371 7.179 4.678
N 2.519 5.620 3.024
C 2.359 5.342 1.579
C 2.338 4.475 3.880
H 2.609 7.591 2.661
H 2.536 6.181 0.907
H 1.314 5.088 1.397
H 2.964 4.469 1.335
H 3.066 3.682 3.712
H 2.582 4.661 4.926
H 1.300 4.151 3.798
C 2.416 -5.058 0.346
O 2.895 -6.065 -0.228
N 1.628 -4.089 -0.269
C 1.330 -2.846 0.402
C 1.361 -4.174 -1.706
H 2.584 -4.839 1.412
H 0.311 -2.589 0.115
H 2.026 -2.046 0.150
H 1.393 -2.934 1.487
H 0.452 -3.606 -1.903
H 2.194 -3.808 -2.306
H 1.299 -5.213 -2.030
C -2.151 -3.557 -1.751
O -1.595 -4.436 -2.395
N -3.088 -2.747 -2.200
C -3.722 -1.726 -1.445
C -3.487 -2.829 -3.587
H -1.875 -3.354 -0.705
H -3.573 -0.791 -1.984
H -3.295 -1.671 -0.444
H -4.779 -1.922 -1.265
H -2.991 -3.625 -4.143
H -4.564 -2.994 -3.621
H -3.226 -1.887 -4.070

Atom charges from the Löwdin analysis, given in e for atoms 1 to 8: -0.08, -0.45, -0.17, -0.20, -0.13, 0.05, 0.06, 0.08



Formula: C7H12S
Source: the OMol25 dataset
Level of theory: the ωB97M-V functional and the def2-TZVPD basis

Its SMILES is C=C(CC)C(=C)SC. The value obtained for the total energy is -18287.47052 eV. The value obtained for the relative energy (zero: lowest compared OMol25 entry of this formula, charge and spin) is 40.63 kcal/mol. The value obtained for the HOMO energy is -8.467 eV.

Element x y z (Å)
C -2.011 -1.235 -0.990
C -1.554 -0.924 0.416
C -0.911 0.399 0.520
C -1.340 1.233 1.446
C 0.224 0.716 -0.440
C 0.146 1.725 -1.278
C 2.060 -0.583 1.193
H -2.854 -0.611 -1.274
H -1.226 -1.117 -1.757
H -2.313 -2.282 -1.008
H -2.411 -1.007 1.102
H -0.856 -1.740 0.771
H -0.971 2.239 1.584
H -2.173 0.884 2.110
H -0.580 2.501 -1.093
H 0.968 1.953 -1.968
H 2.668 0.277 1.470
H 1.140 -0.605 1.786
H 2.623 -1.475 1.416
S 1.644 -0.438 -0.521

Atom charges from the natural (NBO) analysis, given in e for atoms 1 to 8: -0.60, -0.43, -0.04, -0.38, -0.15, -0.39, -0.76, 0.20



Formula: C6H9N
Source: the OMol25 dataset
Level of theory: the ωB97M-V functional and the def2-TZVPD basis

Its SMILES is CC1=CN=C[C@@H]1C. The value obtained for the total energy is -7855.14620 eV. The value obtained for the relative energy (zero: lowest compared OMol25 entry of this formula, charge and spin) is 69.49 kcal/mol. The value obtained for the HOMO energy is -8.063 eV.

Element x y z (Å)
C -1.068 0.343 1.727
C -0.061 0.110 0.671
C -0.344 0.576 -1.657
C -0.297 -0.608 -0.642
C 1.123 -1.119 -0.775
N 2.001 -0.292 -0.350
C 1.261 0.300 0.722
H -1.389 -0.634 2.110
H -1.960 0.862 1.362
H -0.618 0.912 2.544
H -1.199 1.241 -1.432
H -0.393 0.319 -2.718
H -1.096 -1.359 -0.703
H 1.447 -2.132 -0.947
H 0.696 0.968 -1.475
H 1.896 0.511 1.564

Atom charges from the natural (NBO) analysis, given in e for atoms 1 to 8: -0.63, -0.02, -0.58, -0.35, 0.18, -0.46, -0.08, 0.21



Formula: C14H26FNO7
Source: the OMol25 dataset
Level of theory: the ωB97M-V functional and the def2-TZVPD basis

Its SMILES is COCCCCCCCOC(=O)OC(=O)NC(=O)F.CC(C)O. The value obtained for the total energy is -33474.51883 eV. The value obtained for the HOMO energy is -10.159 eV.

Element x y z (Å)
C -1.631 3.187 -0.494
O -2.292 2.957 -1.773
C -1.293 2.439 -2.689
C -1.897 1.714 -3.993
C -3.264 0.892 -3.728
C -3.055 -0.556 -3.063
C -2.432 -0.542 -1.576
C -1.018 -1.363 -1.556
C 0.022 -0.547 -0.626
O 0.623 -1.391 0.434
C 1.863 -0.722 0.744
O 1.897 0.463 1.165
O 3.100 -1.422 0.533
C 4.085 -0.541 -0.058
O 4.881 0.031 0.733
N 4.229 -0.304 -1.511
C 5.252 -1.219 -2.073
O 6.092 -0.785 -2.909
F 5.344 -2.607 -1.746
H -2.141 4.039 0.104
H -1.635 2.266 0.198
H -0.518 3.489 -0.631
H -0.634 3.347 -2.996
H -0.592 1.662 -2.180
H -2.154 2.551 -4.758
H -1.073 1.075 -4.490
H -4.067 1.523 -3.175
H -3.721 0.703 -4.781
H -4.109 -1.040 -2.976
H -2.457 -1.275 -3.747
H -2.358 0.491 -1.091
H -3.144 -1.161 -0.898
H -1.123 -2.412 -1.111
H -0.615 -1.355 -2.628
H 0.902 -0.239 -1.312
H -0.408 0.409 -0.169
H 3.333 -0.444 -2.024
C 0.872 -0.798 6.456
C -0.040 -0.948 5.248
C 0.462 -2.031 4.307
O -0.107 0.294 4.549
H 1.883 -0.511 6.150
H 0.505 -0.009 7.118
H 0.931 -1.731 7.024
H -1.053 -1.190 5.580
H 1.459 -1.786 3.925
H -0.196 -2.119 3.437
H 0.509 -3.001 4.809
H 0.785 0.517 4.251

Atom charges from the natural (NBO) analysis, given in e for atoms 1 to 8: -0.27, -0.56, -0.07, -0.43, -0.41, -0.41, -0.43, -0.43



Formula: C4H8ClOP
Source: the OMol25 dataset
Level of theory: the ωB97M-V functional and the def2-TZVPD basis

Its SMILES is C=C(C)C.O=PCl. The value obtained for the total energy is -28136.15360 eV. The value obtained for the relative energy (zero: lowest compared OMol25 entry of this formula, charge and spin) is 31.56 kcal/mol. The value obtained for the HOMO energy is -9.649 eV.

Element x y z (Å)
C 1.215 -0.916 1.112
C 0.595 0.035 0.066
C 0.107 1.209 0.377
C 0.725 -0.283 -1.419
O -3.194 0.125 1.332
P -2.827 1.148 0.382
Cl -2.961 0.123 -1.416
H 1.926 -0.547 1.884
H 1.664 -1.861 0.668
H -0.224 1.750 -0.464
H 0.262 1.543 1.384
H 0.349 -1.420 1.583
H -0.109 0.106 -1.953
H 0.842 -1.353 -1.778
H 1.630 0.339 -1.759

Atom charges from the natural (NBO) analysis, given in e for atoms 1 to 8: -0.68, 0.08, -0.51, -0.66, -1.00, 1.35, -0.39, 0.23